The following is a DFT calculation (the ωB97M-V functional and the def2-TZVPD basis) of C7H9O2P as an isolated structure at a distorted geometry.

Output
**Kohn-Sham gap**: 0.341 hartree
**Energy above the lowest of the compared OMol25 structures with the same formula, charge and spin**: 53.9 kcal per mole
**Electronic energy**: -763.8861 a.u.
**LUMO level**: 0.30 eV

Geometry as XYZ:
```
19
C7H9O2P, DFT the ωB97M-V functional and the def2-TZVPD basis
H -1.1078 1.1836 -1.3462
H -1.8571 -1.1062 -0.2156
H -0.1069 -0.7315 3.1615
C -1.8052 -0.1426 0.2416
H 2.2947 -0.8913 -1.1173
H 2.9923 0.9999 -0.4353
C -0.1916 -0.3956 2.1433
H -2.7922 0.4142 0.2188
P 1.8719 0.4648 -1.1809
C 0.5734 0.5222 0.0423
O 0.5636 -1.6433 -3.3902
C -0.8683 0.9666 -0.2470
C 0.5627 -1.1363 -2.3977
H 1.9052 -0.3933 1.3114
C -1.4312 -0.4459 1.6977
O 1.6005 1.3073 -2.3817
H -2.1668 -0.7940 2.3880
H -0.9526 1.8950 0.2909
C 0.9153 -0.0736 1.2165
```

Results of the natural (NBO) charge analysis, in e, for atoms 1 through 8: atom 1 (H): 0.239, atom 2 (H): 0.228, atom 3 (H): 0.218, atom 4 (C): -0.446, atom 5 (H): -0.079, atom 6 (H): -0.105, atom 7 (C): -0.262, atom 8 (H): 0.223

---

The following is a DFT calculation (the ωB97M-V functional and the def2-TZVPD basis) of a 22-piece molecular cluster, C80H201N40O9P9 overall at a distorted geometry.

Output
**Kohn-Sham gap**: 0.265 hartree
**Electronic energy**: -9108.4827 a.u.
**LUMO level**: -0.29 eV

Geometry as XYZ:
```
339
C80H201N40O9P9, DFT the ωB97M-V functional and the def2-TZVPD basis
C -4.2580 -5.1388 1.3110
H -6.6574 -4.6258 -6.4957
C -1.4305 -4.4468 6.9974
H 4.5952 -1.2953 1.6424
N -4.8056 -3.0430 4.1351
H -1.2855 -1.3241 -6.2332
C -4.3281 -0.3899 -7.7358
O 0.0233 -2.9161 9.4270
H 3.4602 1.1477 0.7962
C 2.0835 4.2245 3.9715
H 5.9368 0.5385 6.0728
H -7.1666 -4.9649 6.6822
C -2.0599 8.6389 -6.1806
H 5.7389 -4.1902 -3.2514
H -7.2868 -6.5475 3.7730
H -6.5257 -2.1627 3.2982
N -3.5809 -1.5306 -7.1723
H 5.9067 -7.6893 -3.0183
N -0.6454 7.4627 1.4863
C 1.2269 5.1183 -6.6424
H -1.5683 6.6355 4.5671
H -6.9133 -5.1930 1.0712
C 2.9574 -3.8667 -8.3740
N 4.2318 2.1544 7.9707
H 1.4795 -7.6077 7.2722
H -5.3239 -0.6275 -8.1098
H -1.7777 -0.5475 -4.5971
H 1.2887 -7.6529 -3.1866
H -3.6818 1.8399 -0.1578
H 0.2572 -6.9823 3.1547
H 2.6437 -6.6545 6.1361
C 1.8449 -3.5853 -7.4323
H 6.8917 3.8138 3.0540
H 6.0029 -0.7406 -4.4012
H -5.7812 -3.9746 6.5747
H -1.5067 -7.1385 3.2571
C -3.7921 -2.2400 3.5064
H 1.6765 -0.2327 -5.8140
H -1.1278 -5.3562 7.5165
H -4.5885 0.3342 -6.9638
O 1.3597 7.8193 -8.2323
H -4.9889 6.8603 0.7326
H -1.5632 6.1724 -1.2895
H -6.6040 -3.8498 -4.9705
H 4.3507 -4.9092 -5.1233
H 3.6102 0.5496 5.0890
H 0.3076 0.6003 6.5305
H 2.0079 -1.3529 0.3593
C 4.1437 1.4427 -7.2583
H -0.0313 -1.1576 -2.3143
H 1.7570 -1.1423 9.3871
O 4.2341 -6.9285 -0.9728
H -7.2444 -4.7521 2.7507
C 4.0627 4.3614 -1.3146
H 6.3302 -4.3238 -1.6287
H -2.7898 -2.6683 3.5043
C 6.3308 0.0026 5.2093
C 3.8405 -3.8617 -0.5402
C -1.5632 8.7741 -8.6655
C 2.2235 -7.6012 6.4757
H 0.2345 6.5074 4.6035
H -2.3966 9.6725 -6.1002
H -3.9641 2.2092 5.4757
C 4.7052 2.8698 7.1367
H -5.4827 -5.5806 6.8998
H 1.7836 10.8172 -5.4775
C -2.5204 -0.9194 9.3439
H 5.6061 -2.8412 -2.1226
O -3.4178 -5.4849 4.2050
H -3.8645 0.0682 -2.3981
N -4.6554 2.9479 1.4185
N 1.0991 8.7573 -5.6983
H 7.2876 0.3716 4.8398
H -0.5275 -1.7131 -4.7120
C -4.8834 6.7718 1.8138
H -6.7211 -2.8197 4.8954
H 1.5839 -7.9403 -1.4591
C 5.8713 2.4170 -5.8047
H -6.7161 2.4241 -3.6212
H 2.6193 4.0458 1.8745
H -6.5202 2.4314 2.1780
N 3.0537 4.4332 -0.7685
H 1.6758 2.8410 8.0156
N 4.3155 -6.4554 -3.6505
C 4.0408 -0.2841 4.5345
H -4.0440 -0.6799 -0.8426
H 1.3853 4.4316 8.5728
O -2.9137 4.6175 2.6671
C 8.2298 0.8730 2.1747
C 1.8143 -0.5894 8.4496
H -5.2415 1.4953 -3.6693
H -4.0567 -4.5957 -7.7300
H 0.0981 3.4290 7.5375
H 0.1261 10.5634 -5.1447
H 0.4112 -4.8954 -1.6886
C 4.1150 -5.8196 3.1989
H 1.8474 5.2317 -7.5313
C -2.4743 -3.2825 -3.8522
H -4.5339 4.9156 5.5732
H -0.9481 2.2263 3.4850
N -0.0104 2.1100 10.3725
H -4.7002 -4.9118 0.3409
H -1.8042 -4.8548 6.0583
H -2.3291 -4.1364 7.5306
H 2.4730 -4.0015 -9.3411
H -3.8517 -6.1501 1.3221
H 2.5643 8.8052 -4.1961
N -5.1237 3.6444 -6.1503
H -6.9041 -7.2501 5.3955
C -0.9208 5.8620 6.3718
H 5.5952 -1.3938 -6.0058
H 1.6768 -0.3105 5.9099
H -1.9413 9.7957 -8.6274
P 4.0026 0.8939 -4.4075
C -2.1601 2.2858 -5.2617
N 0.2800 6.2403 -6.3754
C -0.5301 -5.8546 1.6592
H -3.8398 6.8379 2.1215
H 3.6924 0.4561 -7.3642
N -1.9051 -1.4894 8.0708
C -6.0443 -2.2336 4.2736
N 2.0702 -5.9536 -2.1573
C 2.6238 4.7337 2.7200
H -2.7812 3.0832 0.4894
N 0.5525 -1.7807 1.8170
P 3.7427 -6.0639 -2.0554
H 3.3116 -2.6716 -4.2057
C -6.5689 -4.5893 1.9109
P -4.6895 -4.7268 3.9594
H 1.0330 -3.3948 2.9791
C 1.9858 -1.7591 1.3705
H 3.6614 5.0216 2.8891
H -2.5589 5.4470 -0.0584
H -5.7839 -1.2202 4.5789
H -3.3155 -4.6171 1.4771
H 6.7149 1.7273 -5.7824
H -0.7197 -3.0012 2.8967
C -5.3505 3.1137 -5.0826
H -1.6806 8.3196 -5.2098
P -0.6671 -0.6679 1.2860
H 4.6043 2.4520 0.5157
H 5.5920 4.7373 6.5847
P -0.3669 -2.2760 8.1593
C 0.6609 -0.4033 6.2940
N 2.3809 1.3386 -4.5529
N -2.3963 2.4410 -4.1662
H 7.8247 -0.1359 2.0957
H 3.4100 -0.4490 3.6610
C 0.2894 -2.5978 2.9812
C -0.6433 5.9167 -5.3089
P 5.5630 1.3922 2.8864
H -5.5967 1.6928 4.8439
H 2.4102 7.2565 -5.2679
H 5.3503 -1.0971 0.1152
P 0.4822 7.7644 -7.0158
H 1.5256 -4.1452 6.9609
H -3.6933 0.1380 -8.4474
H 3.7671 -6.4510 -5.6769
C 1.3634 0.7326 -5.4162
P -4.3240 4.1146 2.6118
H 4.5407 -7.5559 2.2806
C -5.4127 4.3737 5.2237
H 3.9460 -1.2055 5.1091
H -2.4218 2.7718 -7.3181
H -7.0729 4.5637 2.9548
C 4.3198 -6.5463 1.9344
H 8.2111 3.0090 4.0333
H 5.2033 -6.0616 1.5189
C -1.0486 6.7385 0.7011
C -1.4768 -1.4278 -5.1652
C -0.8664 0.8800 -0.9402
H 2.7492 -5.5898 -4.5322
H -2.0180 -2.9968 -7.5919
H -3.6348 -1.3451 4.1085
H 1.0896 -4.7609 -3.4424
N -5.3840 5.3889 2.1766
H -3.2732 -2.7750 -8.8125
H 2.3783 3.4039 -4.0716
H -0.8672 4.9452 -0.0520
H -1.7751 -0.9617 10.1382
H 5.9630 3.5046 -1.4182
N 3.9312 -5.2885 4.2328
N 4.0432 -0.8051 -4.7148
C 1.0911 1.2648 2.2234
H 1.6389 0.8239 3.0562
H -6.5045 2.8427 0.4255
H -2.9398 -4.7466 -6.3762
H 2.7978 -0.6789 7.9883
C -2.6531 -2.2578 -8.0804
H 4.3797 4.0345 5.4516
N 4.2102 -4.4355 -1.8479
H 4.6100 1.1304 -0.6427
H -5.9540 3.8709 6.0251
H 3.4887 -4.7887 -8.1380
H -2.4037 -2.5505 -3.0477
C -1.5414 5.7719 -0.2760
H 0.6027 4.2488 -6.8484
C 0.9274 10.2260 -5.8022
H 8.4569 3.3591 2.3866
H -3.3169 -1.5851 9.6764
N 4.6323 1.5990 -5.8235
H -4.2188 3.5020 -0.5202
H 3.4418 -6.6150 1.2923
H 3.3662 -1.4783 -2.8427
H -0.0117 -0.8802 5.5810
H 5.1876 3.8917 -2.9656
H 3.6017 -2.9890 -8.4254
N -1.1274 8.3994 -7.3178
C -0.2943 -1.3846 -1.2811
H 8.5505 1.2219 1.1932
H -7.1997 5.0033 1.2121
C -3.9942 -4.7479 -6.6525
C 1.8544 -8.2445 5.2564
H 4.6198 -3.7164 0.2079
H 5.9845 3.2975 5.5615
C 1.2560 -4.7669 -2.3652
C -2.5946 -1.1488 6.8925
H -0.5342 4.8728 -5.0149
H -2.8630 0.0843 9.0925
H -1.6598 6.0347 -5.6842
C -5.8355 -0.2505 -1.9342
H -7.2694 6.2522 2.4645
H 5.7985 3.0481 -4.9190
H -3.3751 -3.8411 -3.5977
H -2.0889 1.0516 -6.7651
H -6.6709 -2.9122 -6.5615
C 0.8052 -3.9215 6.1741
C -4.4299 -0.6939 -1.8619
H 1.8483 4.7319 -5.8345
H 0.5241 0.4835 -4.7668
H 2.9654 -4.2791 -0.0421
N -5.2448 -4.8829 2.3721
H -4.1025 -2.1026 2.4707
H -2.3747 -0.1366 6.5532
H 1.6798 -3.7789 -2.1857
H -5.8006 -7.1813 3.9556
H 1.7336 0.4682 8.7007
H 1.2899 -3.1886 5.5291
H -3.6684 -1.1808 7.0767
N -4.7348 -3.6483 -6.0622
H 0.9989 1.4078 -6.1903
H -0.7794 2.2229 -6.7609
H -1.5579 0.7201 3.8836
H -2.9350 8.0165 -6.3677
H -5.2693 3.1386 -2.9819
P -4.0097 -2.1523 -5.6487
O 4.6762 1.4019 -3.2042
H 0.1912 -7.0361 -1.9943
H 6.3468 -1.2906 1.5554
N 1.6092 -8.7967 4.3106
H 4.8517 1.4302 -8.0870
H 3.5881 -2.8393 -0.8217
H -6.5927 -3.5518 1.5779
C 1.2493 -7.2069 -2.1928
C 5.5076 -3.9223 -2.2205
H 0.7556 2.5294 -3.9427
H -4.3009 1.5466 3.7850
H -4.2441 -1.6639 -2.3231
H -1.7113 -4.0494 -3.9855
H 2.1121 5.6564 2.4461
H 0.6249 -4.8193 5.5828
N -4.8838 3.5252 4.1282
H -1.3427 -1.6480 -1.4212
H 6.3855 -6.6675 -4.3101
O -4.9514 -1.2580 -4.8545
C -6.1473 -4.9627 6.2960
H 0.3486 -1.9803 3.8775
C 5.3377 4.2290 -1.9400
H 2.0375 2.2833 -2.7561
H -2.1708 1.6286 2.4469
H 3.0662 8.7020 -5.9159
H 2.5116 -1.0714 2.0329
C 2.3667 8.3405 -5.1621
N -0.4382 -4.9699 0.9535
N 0.9788 -3.3378 -6.6385
C 5.4481 -0.8144 1.1634
H -0.8655 8.5763 -9.4791
H 5.8273 5.2002 -2.0124
C -4.6379 2.1605 4.6203
H 2.3737 -2.7654 1.5285
H -4.4899 -5.6544 -6.3052
N -2.5033 -2.4720 -5.0069
H 5.3323 -8.0680 -4.6221
H 6.4107 -1.0158 5.5896
H -2.1422 -1.4854 -8.6553
C 5.2134 3.8259 6.1221
O -2.0946 -1.1174 1.4838
H -0.6190 -8.0143 2.0615
C -5.6414 2.5027 -3.7852
C -6.8194 5.2981 2.1901
C -0.7092 6.0766 4.9381
H 3.3495 2.1782 -7.3860
N 5.3582 0.6021 1.3452
C -5.9653 2.3629 1.2423
C 5.3217 -1.3904 -4.9506
H -0.2612 1.1599 -1.8024
H 9.1854 0.8639 2.6990
N -0.3169 0.7421 2.1805
H 5.9505 3.0975 -6.6526
N -0.4243 -3.4200 6.8602
H 2.0989 -1.4649 -4.1542
C -1.2914 1.3093 3.0062
C -6.5393 -6.6539 4.5592
H 0.3471 -2.1564 -0.8557
C -0.6621 -7.0530 2.5733
H -5.8288 1.3137 0.9804
N -6.0179 -5.3086 4.8901
H -6.0836 5.1090 4.7795
C 7.6761 3.0576 3.0848
H -1.9453 0.7536 -1.0302
C -1.8589 2.1117 -6.6582
H -2.2856 -1.8006 6.0753
C 4.4518 1.3782 0.4069
N -6.9203 0.1334 -2.0883
N 0.7279 -1.1171 7.5825
H 0.6736 10.6003 -6.7939
N -0.2623 -0.2891 -0.2960
H 5.4441 -2.3511 -4.4504
C 0.8664 3.5108 8.3063
C -6.2523 -3.7453 -5.9969
C 1.8365 2.4961 -3.8061
H -0.5637 6.6256 -4.4848
C -3.8166 2.8423 0.2487
H -2.4854 8.2248 -8.8553
N 7.2191 1.7153 2.7880
H 1.0989 2.3548 2.2225
C 0.3424 2.7487 9.4531
H -0.6751 1.6934 -0.2403
C 5.5361 -7.2421 -3.9406
O 4.7427 2.5899 3.0700
H 1.5215 0.8111 1.3307
N 5.3646 0.1235 4.0758
C 3.7838 -5.7869 -4.8127
H 3.0179 -8.2740 6.7986
N 1.5773 3.7737 4.9345
C 3.1438 -1.6396 -3.8975
H -0.8393 5.0978 4.4765
N -1.1634 5.7618 7.4941
H -5.4823 7.4880 2.3764
```

Results of the Löwdin charge analysis, in e, for atoms 1 through 8: atom 1 (C): -0.100, atom 2 (H): 0.071, atom 3 (C): -0.156, atom 4 (H): 0.048, atom 5 (N): -0.301, atom 6 (H): 0.056, atom 7 (C): -0.109, atom 8 (O): -0.286